Entry from OMol25: 5 unconnected molecules or ions with the total composition C11H28BrN9O6 in a non-equilibrium geometry (ωB97M-V with the def2-TZVPD basis set).

XYZ file:
```
55
C11H28BrN9O6, DFT ωB97M-V with the def2-TZVPD basis set
N 1.439 2.750 0.739
C 1.845 1.591 0.535
C 1.337 0.479 1.408
C 0.184 -0.226 0.642
C -1.108 0.598 0.762
C -2.359 -0.206 1.063
C -2.825 -1.201 0.010
Br -3.338 -0.355 -1.686
O 0.006 -1.615 1.036
C 0.960 -2.361 0.486
O 0.730 -3.348 -0.071
H 1.884 3.366 0.056
H 2.538 1.345 -0.269
H 0.965 0.960 2.305
H 2.132 -0.210 1.677
H 0.465 -0.205 -0.415
H -0.986 1.293 1.586
H -1.232 1.179 -0.144
H -2.310 -0.717 2.022
H -3.157 0.526 1.163
H -2.148 -2.030 -0.153
H -3.750 -1.622 0.384
H 2.002 -2.027 0.538
C -3.064 3.804 1.223
O -3.060 2.891 0.413
N -2.079 4.738 1.254
N -4.052 3.955 2.158
H -2.039 5.497 1.910
H -1.347 4.651 0.574
H -4.793 3.279 2.157
H -4.070 4.698 2.831
C 0.736 5.962 3.393
O -0.039 6.309 2.519
N 1.029 6.748 4.471
N 1.373 4.757 3.355
H 1.664 6.480 5.198
H 0.576 7.641 4.523
H 1.179 4.159 2.567
H 2.016 4.446 4.058
C -0.520 -6.141 -3.085
O -0.674 -7.109 -3.805
N -1.454 -5.155 -2.959
N 0.613 -5.957 -2.335
H -1.339 -4.353 -2.368
H -2.298 -5.253 -3.493
H 1.324 -6.663 -2.399
H 0.757 -5.164 -1.735
C 3.679 -3.708 -4.410
O 4.591 -2.976 -4.749
N 3.389 -3.960 -3.098
N 2.866 -4.340 -5.307
H 2.641 -4.560 -2.804
H 3.963 -3.514 -2.407
H 3.047 -4.180 -6.280
H 2.110 -4.946 -5.043
```

Computed properties:
Frontier orbital gap, eV: 9.99
HOMO, eV: -9.69
F_max, eV/Å: 4.52